1.
Density functional theory data (ωB97M-V/def2-TZVPD) for a molecular structure, C33H29NO7P2RuS4.

E_LUMO (spin up / spin down) = 2.509 / 2.493 eV
Energy relative to the best compared isomer or geometry (same formula, charge and spin) = 7.7 kJ/mol
E_tot = -115020.566 eV
Spin multiplicity = 2
⟨S²⟩ = 0.76
Net charge = -1

Each line ends with the Löwdin spin population.
Geometry (Å):
Ru1 -1.9870 -0.0953 -0.3128  0.727
S1 -1.3292 -0.9373 -2.4322  -0.014
P1 0.4527 -0.6867 -1.5134  0.029
C1 -0.0742 -0.4956 0.0920  0.132
P2 0.6270 -0.7814 1.6495  0.036
S2 -0.6070 -1.2784 3.1027  0.007
C2 1.6007 0.6758 2.1670  0.009
C3 2.5136 0.5723 3.2173  0.001
C4 3.2151 1.6866 3.6431  0.000
C5 2.9957 2.9210 3.0368  0.000
C6 2.0780 3.0314 2.0053  0.000
C7 1.3880 1.9070 1.5661  0.004
C8 1.9385 -2.0581 1.4870  0.004
C9 1.7073 -3.3410 1.9695  0.001
C10 2.6640 -4.3353 1.8193  0.000
C11 3.8644 -4.0557 1.1826  0.001
C12 4.1084 -2.7758 0.7043  0.000
C13 3.1525 -1.7839 0.8627  0.002
C14 1.5706 -2.0684 -1.9205  0.002
C15 2.7286 -1.9301 -2.6758  0.000
C16 3.5056 -3.0444 -2.9707  0.000
C17 3.1283 -4.2947 -2.5082  0.000
C18 1.9677 -4.4374 -1.7555  0.000
C19 1.1892 -3.3309 -1.4675  0.002
C20 1.3230 0.7601 -2.2075  0.007
C21 0.9177 1.3303 -3.4088  0.002
C22 1.5894 2.4322 -3.9211  0.000
C23 2.6662 2.9741 -3.2345  0.001
C24 3.0703 2.4148 -2.0294  0.000
C25 2.4004 1.3131 -1.5207  0.002
H1 2.6626 -0.3852 3.7033  0.000
H2 3.9265 1.5999 4.4556  0.000
H3 3.5373 3.7948 3.3792  0.000
H4 1.8815 3.9891 1.5401  0.000
H5 0.6778 1.9904 0.7545  0.002
H6 0.7723 -3.5367 2.4811  0.000
H7 2.4719 -5.3302 2.2029  0.000
H8 4.6101 -4.8319 1.0594  0.000
H9 5.0427 -2.5491 0.2057  0.000
H10 3.3622 -0.7847 0.5015  0.000
H11 3.0289 -0.9541 -3.0353  0.000
H12 4.4071 -2.9315 -3.5604  0.000
H13 3.7381 -5.1618 -2.7313  0.000
H14 1.6748 -5.4134 -1.3891  0.000
H15 0.2780 -3.4276 -0.8872  0.002
H16 0.0572 0.9206 -3.9223  0.000
H17 1.2606 2.8764 -4.8523  0.000
H18 3.1817 3.8406 -3.6300  0.000
H19 3.8960 2.8443 -1.4757  0.000
H20 2.7017 0.9029 -0.5659  0.001
O1 -6.4270 0.7806 -1.0617  0.000
S3 -5.2255 0.9645 -0.2887  0.002
O2 -4.0642 0.3027 -0.9151  0.013
O3 -5.3510 0.6767 1.1299  0.000
C26 -4.8864 2.7296 -0.3620  0.001
C27 -5.9589 3.5172 -0.7606  0.000
C28 -5.8606 4.8993 -0.7913  0.000
C29 -4.6791 5.5141 -0.4177  0.000
C30 -3.5996 4.7406 -0.0224  0.000
C31 -3.6904 3.3534 0.0069  0.000
S4 -2.1756 2.5180 0.4627  0.001
O4 -1.3185 3.5421 0.9850  0.000
O5 -2.4724 1.3903 1.3589  -0.001
O6 -1.6655 1.8991 -0.8093  0.011
H21 -6.8721 3.0175 -1.0500  0.000
H22 -6.7115 5.4898 -1.1073  0.000
H23 -4.5883 6.5927 -0.4342  0.000
H24 -2.6678 5.2002 0.2716  0.000
C32 -2.9021 -3.8032 1.7124  0.000
C33 -3.0879 -2.3894 1.2443  0.002
N1 -3.9063 -1.6056 1.9169  0.002
O7 -2.4587 -2.0398 0.2271  0.007
H25 -3.6168 -4.0882 2.4830  0.000
H26 -1.8894 -3.8742 2.1109  0.000
H27 -2.9925 -4.4708 0.8575  0.000
H28 -4.3323 -1.9468 2.7584  0.000
H29 -4.1335 -0.6515 1.6349  0.000

2.
Density functional theory data (ωB97M-V/def2-TZVPD) for a molecular structure, C33H30AsN7O6Os in a non-equilibrium geometry.

E_LUMO (spin up / spin down) = -6.022 / -8.262 eV
Energy relative to the best compared isomer or geometry (same formula, charge and spin) = 0.0 kJ/mol
E_tot = -120710.370 eV
Spin multiplicity = 5
⟨S²⟩ = 6.03
Net charge = +2

Each line ends with the Löwdin spin population.
Geometry (Å):
Os1 0.0626 -0.2200 -0.7618  2.677
O1 3.0126 -3.4347 2.3915  0.007
C1 2.1017 -4.2638 1.8846  0.013
C2 2.2462 -5.6232 2.1737  -0.001
C3 1.3676 -6.5482 1.6574  0.013
C4 0.3257 -6.1568 0.8096  0.003
C5 0.1565 -4.8275 0.5220  0.005
C6 1.0202 -3.8555 1.0580  0.009
C7 0.7828 -2.4708 0.7227  0.030
O2 -0.0431 -2.1553 -0.2377  0.153
N1 1.4107 -1.5072 1.3875  0.078
N2 1.1313 -0.2776 0.9147  0.102
C8 1.7328 0.7305 1.5233  0.033
C9 1.6867 2.0743 1.1378  0.079
C10 2.4791 3.0018 1.8598  0.005
C11 2.5414 4.3130 1.4958  0.042
C12 1.7901 4.7611 0.3876  0.053
C13 0.9962 3.9014 -0.3245  0.010
C14 0.9107 2.5398 0.0162  0.080
O3 0.1340 1.7636 -0.6805  0.221
H1 2.7645 -2.5131 2.2121  0.000
H2 3.0645 -5.9158 2.8174  0.000
H3 1.4853 -7.5913 1.9185  0.001
H4 -0.3425 -6.8962 0.3922  0.000
H5 -0.6546 -4.4995 -0.1138  0.000
H6 2.3555 0.4625 2.3706  -0.001
H7 3.0488 2.6488 2.7102  -0.001
H8 3.1571 5.0059 2.0508  0.002
H9 1.8427 5.8016 0.0959  0.002
H10 0.4163 4.2444 -1.1711  -0.001
N3 -2.3107 0.7098 -1.0067  0.101
N4 -2.9659 0.1630 -2.1081  0.006
C15 -2.3230 -0.6902 -2.9221  0.009
N5 -2.9833 -1.2501 -3.9162  0.006
N6 -1.0272 -0.8833 -2.6195  0.037
N7 -0.2528 -1.7968 -3.2959  0.001
O4 -0.6539 -2.3600 -4.2963  0.003
O5 0.8178 -2.0329 -2.7710  0.030
H11 -2.8387 0.5318 -0.1593  0.002
H12 -2.1788 1.7092 -1.1202  0.001
H13 -3.9465 0.3435 -2.2595  0.002
H14 -3.9695 -1.0955 -4.0532  0.001
H15 -2.4859 -1.8843 -4.5246  0.000
O6 2.2450 0.3671 -1.4813  0.161
As1 3.2480 0.1236 -2.7958  0.012
C16 2.3476 0.5038 -4.4621  -0.001
C17 1.4278 1.5484 -4.4622  0.000
C18 0.6723 1.7923 -5.6008  0.000
C19 0.8368 0.9917 -6.7243  0.000
C20 1.7498 -0.0533 -6.7146  0.000
C21 2.5094 -0.3037 -5.5805  0.000
C22 4.6187 1.4397 -2.4604  0.008
C23 4.6264 2.6716 -3.0991  0.003
C24 5.5203 3.6449 -2.6743  0.000
C25 6.3817 3.3845 -1.6184  0.002
C26 6.3759 2.1450 -0.9912  0.000
C27 5.4889 1.1662 -1.4101  0.003
C28 4.0615 -1.6145 -2.7605  0.000
C29 5.1428 -1.8851 -3.5925  0.000
C30 5.7501 -3.1296 -3.5261  0.000
C31 5.2888 -4.0788 -2.6232  0.000
C32 4.2147 -3.7986 -1.7893  0.000
C33 3.5984 -2.5599 -1.8563  -0.001
H16 1.3037 2.1492 -3.5667  0.000
H17 -0.0397 2.6080 -5.6106  0.000
H18 0.2455 1.1815 -7.6106  0.000
H19 1.8598 -0.6861 -7.5848  0.000
H20 3.2049 -1.1336 -5.5569  0.000
H21 3.9501 2.8671 -3.9230  0.000
H22 5.5463 4.6049 -3.1725  0.000
H23 7.0631 4.1538 -1.2802  0.000
H24 7.0614 1.9412 -0.1794  0.000
H25 5.4648 0.1958 -0.9267  0.000
H26 5.5037 -1.1291 -4.2812  0.000
H27 6.5860 -3.3564 -4.1738  0.000
H28 5.7740 -5.0440 -2.5682  0.000
H29 3.8645 -4.5443 -1.0870  0.000
H30 2.7514 -2.3170 -1.2260  0.000

3.
Density functional theory data (ωB97M-V/def2-TZVPD) for a molecular structure, C33H30BrFN4OPtTe4 in a non-equilibrium geometry.

E_LUMO = -2.236 eV
Energy relative to the best compared isomer or geometry (same formula, charge and spin) = 0.0 kJ/mol
E_tot = -147894.201 eV
Spin multiplicity = 1
Net charge = 0

Each line ends with the Löwdin charge.
Geometry (Å):
Pt1 -0.1284 0.4599 -0.3959  0.454
Br1 5.1729 4.9994 -5.3186  0.740
C1 3.8136 5.8135 -4.2827  -0.688
C2 3.8410 5.6813 -2.9056  -0.133
C3 2.8230 6.2321 -2.1434  -0.030
C4 1.8066 6.9478 -2.7639  -0.288
C5 1.8274 7.1299 -4.1436  -0.033
C6 2.8136 6.5387 -4.9125  -0.117
N1 0.8353 7.7051 -2.0339  0.068
N2 0.3407 7.3466 -0.9590  0.071
C7 0.2445 6.0180 -0.4469  -0.231
C8 0.2387 5.9736 0.9268  -0.014
C9 0.1047 4.7777 1.6204  -0.001
C10 -0.0942 3.5640 0.9834  -0.413
O1 -0.2343 2.4964 1.7352  -0.503
C11 -0.1872 3.5856 -0.4677  -0.136
N3 -0.5527 2.4461 -1.1626  -0.060
C12 -0.8725 2.5252 -2.4366  -0.114
C13 -0.8178 3.7184 -3.1644  -0.008
C14 -0.3834 4.8431 -2.5386  0.019
C15 -0.0371 4.8198 -1.1661  -0.084
H1 4.6448 5.1357 -2.4312  0.106
H2 2.8449 6.1377 -1.0656  0.121
H3 1.0620 7.7428 -4.6025  0.117
H4 2.8208 6.6563 -5.9870  0.103
H5 0.3437 6.9087 1.4619  0.119
H6 0.1106 4.7671 2.7018  0.123
H7 -1.2045 1.6156 -2.9085  0.098
H8 -1.1196 3.7228 -4.2018  0.118
H9 -0.3488 5.7731 -3.0831  0.107
C16 2.7879 2.1910 0.6537  -0.050
C17 3.4590 1.8561 -0.6775  -0.346
C18 2.7915 2.5353 -1.8677  -0.043
C19 3.6797 0.3567 -0.8108  -0.137
C20 4.9729 -0.0662 -0.5081  -0.045
C21 5.3401 -1.3946 -0.5592  -0.079
C22 4.3873 -2.3279 -0.9137  -0.046
C23 3.0807 -1.9665 -1.2374  -0.123
C24 2.1853 -3.1430 -1.6298  -0.357
C25 1.9899 -3.3348 -3.1383  -0.043
C26 0.8532 -3.2121 -0.8954  -0.138
C27 2.7095 -0.5980 -1.1927  -0.201
N4 1.3952 -0.2395 -1.6329  -0.127
C28 1.2266 -0.2102 -3.0011  -0.283
C29 2.2932 -0.0730 -3.9126  -0.032
C30 2.1050 -0.0816 -5.2836  -0.086
C31 0.8390 -0.2252 -5.8333  -0.099
C32 -0.2375 -0.3772 -4.9712  -0.031
C33 -0.0262 -0.3727 -3.6117  -0.269
F1 -1.1239 -0.5886 -2.8183  -0.010
H10 2.6952 3.2732 0.7801  0.083
H11 3.3817 1.8039 1.4851  0.091
H12 1.7918 1.7580 0.7284  0.014
H13 4.4647 2.2838 -0.6085  0.121
H14 1.7766 2.1876 -2.0214  0.045
H15 3.3455 2.3553 -2.7904  0.088
H16 2.7571 3.6113 -1.7012  0.054
H17 5.7082 0.6811 -0.2313  0.111
H18 6.3528 -1.6985 -0.3279  0.102
H19 4.6594 -3.3765 -0.9523  0.110
H20 2.7512 -4.0191 -1.3001  0.118
H21 1.2671 -2.6377 -3.5563  0.063
H22 1.6218 -4.3462 -3.3258  0.081
H23 2.9296 -3.2097 -3.6784  0.087
H24 0.1644 -2.4295 -1.2106  0.035
H25 1.0148 -3.1206 0.1831  0.005
H26 0.3759 -4.1791 -1.0707  0.082
H27 3.2952 0.0275 -3.5178  0.116
H28 2.9666 0.0282 -5.9303  0.104
H29 0.6895 -0.2311 -6.9039  0.097
H30 -1.2467 -0.5263 -5.3344  0.119
Te1 -1.8889 1.0584 1.3732  0.680
Te2 -3.7541 -1.0922 1.0156  0.043
Te3 -1.8129 -2.8567 1.6752  0.137
Te4 0.0377 -0.8442 1.7524  0.451